The following is a DFT calculation (the ωB97M-V functional and the def2-TZVPD basis) of 2 unconnected molecules or ions with the total composition C3H2N2O2.

Each line ends with the Löwdin charge.
Cartesian coordinates (Å):
C  1.21  -0.66  -1.09  -0.23
C  0.63  0.99  0.75  0.08
C  0.51  -0.02  -0.10  -0.07
N  1.58  -1.38  -1.89  0.20
N  -1.45  -0.58  -0.04  -0.27
O  -1.78  -1.55  -0.66  0.09
O  -2.04  0.17  0.70  0.06
H  -0.14  1.40  1.33  0.05
H  1.47  1.62  1.01  0.09

**Relative energy (zero: lowest compared OMol25 entry of this formula, charge and spin)**: 537.8 kJ/mol
**Electronic energy**: -375.3067 hartree
**HOMO level**: -10.59 eV
**Spin multiplicity**: 1